Entry 1:
{
  "formula": "C3H2AlClF4NO4S",
  "method": "ωB97M-V/def2-TZVPD",
  "energy_ha": -1971.70877,
  "gap_ev": 9.443,
  "spin_multiplicity": 1,
  "charge": -1,
  "homo_energy_ev": -6.2,
  "elements": ["O", "C", "F", "N", "C", "O", "Al", "Cl", "S", "O", "O", "C", "F", "F", "F", "H", "H"],
  "positions_angstrom": [[4.498, 0.775, 0.216], [3.320, 0.933, 0.418], [2.875, 1.666, 1.424], [2.251, 0.466, -0.362], [1.598, -0.696, 0.274], [2.143, -1.182, 1.232], [-0.200, -1.383, -0.447], [-0.998, -2.780, 1.054], [-1.595, 0.497, -0.708], [-0.926, 1.755, -0.443], [-2.198, 0.382, -2.027], [-3.077, 0.377, 0.432], [-4.023, 1.235, 0.046], [-3.577, -0.848, 0.326], [-2.782, 0.621, 1.697], [2.605, 0.253, -1.283], [0.086, -2.071, -1.849]],
  "nbo_charge": [-0.585, 0.989, -0.317, -0.745, 0.283, -0.580, 1.054, -0.578, 1.598, -0.952, -0.968, 0.731, -0.323, -0.317, -0.315, 0.399, -0.375]
}

Entry 2:
{
  "formula": "C3H2AlO2",
  "method": "ωB97M-V/def2-TZVPD",
  "energy_ha": -506.72395,
  "gap_ev": [5.714, 5.713],
  "relative_energy_ev": 1.156,
  "spin_multiplicity": 1,
  "charge": 3,
  "homo_energy_ev": [-25.7, -25.7],
  "elements": ["H", "C", "C", "Al", "O", "H", "O", "C"],
  "positions_angstrom": [[0.150, -1.899, 0.041], [0.352, -0.839, -0.020], [1.184, 0.146, 0.056], [2.908, 0.344, 0.167], [-1.290, -0.083, -0.177], [-2.120, -0.538, 0.085], [-0.019, 1.629, -0.033], [-1.166, 1.240, -0.119]],
  "nbo_charge": [0.345, 0.238, -0.931, 2.519, -0.542, 0.641, -0.291, 1.021]
}

Entry 3:
{
  "formula": "C3H2Br2Cl2",
  "method": "ωB97M-V/def2-TZVPD",
  "energy_ha": -6183.74265,
  "gap_ev": 7.833,
  "relative_energy_ev": 3.615,
  "spin_multiplicity": 1,
  "homo_energy_ev": -8.1,
  "elements": ["C", "C", "C", "Cl", "Cl", "Br", "Br", "H", "H"],
  "positions_angstrom": [[1.672, -0.448, 0.319], [0.862, 0.599, 0.351], [-1.680, -0.247, -0.752], [1.221, 2.175, -0.047], [-0.814, 0.436, 1.030], [-2.800, 1.024, -1.526], [-2.636, -1.749, -0.136], [2.798, -0.474, 0.037], [1.376, -1.315, 0.725]],
  "nbo_charge": [-0.376, -0.086, -0.481, 0.106, 0.241, 0.087, 0.051, 0.240, 0.217]
}

Entry 4:
{
  "formula": "C3H2Br2O",
  "method": "ωB97M-V/def2-TZVPD",
  "energy_ha": -5338.55497,
  "gap_ev": 8.432,
  "relative_energy_ev": 5.317,
  "spin_multiplicity": 1,
  "homo_energy_ev": -9.8,
  "elements": ["C", "C", "C", "O", "Br", "Br", "H", "H"],
  "positions_angstrom": [[0.775, 1.093, 1.048], [-0.125, 0.325, 0.931], [-2.132, 0.043, -0.289], [-1.678, 0.168, -1.524], [-2.930, -1.671, 0.127], [-3.277, 1.350, 0.250], [1.789, 1.445, 1.443], [-0.838, -0.424, -1.779]],
  "nbo_charge": [-0.422, -0.162, 0.159, -0.693, 0.107, 0.226, 0.245, 0.541]
}

Entry 5:
{
  "formula": "C3H2Br3NO",
  "method": "ωB97M-V/def2-TZVPD",
  "energy_ha": -7967.52845,
  "gap_ev": 9.750,
  "relative_energy_ev": 0.022,
  "spin_multiplicity": 1,
  "homo_energy_ev": -9.3,
  "elements": ["C", "C", "C", "N", "O", "Br", "Br", "Br", "H", "H"],
  "positions_angstrom": [[-0.083, 2.033, -1.069], [0.647, -1.144, 0.626], [-0.502, -1.476, 0.049], [0.143, 1.608, 0.025], [-0.360, 2.232, -2.169], [0.788, -0.819, 2.464], [-0.586, -1.757, -1.818], [-2.124, -1.663, 0.970], [1.565, -1.040, 0.073], [0.512, 2.026, 0.850]],
  "nbo_charge": [0.863, -0.329, -0.250, -0.794, -0.499, 0.083, 0.120, 0.131, 0.247, 0.429]
}

Entry 6:
{
  "formula": "C3H2BrClF2",
  "method": "ωB97M-V/def2-TZVPD",
  "energy_ha": -3349.34017,
  "gap_ev": 10.628,
  "relative_energy_ev": 2.175,
  "spin_multiplicity": 1,
  "homo_energy_ev": -10.0,
  "smiles": "FC(F)Cl.C#CBr",
  "elements": ["F", "C", "F", "Cl", "H", "C", "C", "Br", "H"],
  "positions_angstrom": [[0.584, -2.568, 0.753], [-0.497, -2.000, 0.196], [-1.199, -1.353, 1.172], [-0.042, -0.904, -1.098], [-1.049, -2.910, 0.002], [1.990, 1.668, 0.116], [2.666, 0.714, -0.079], [3.867, -0.502, -0.636], [1.431, 2.164, 0.777]],
  "nbo_charge": [-0.330, 0.513, -0.332, -0.006, 0.157, -0.242, -0.181, 0.198, 0.223]
}

Entry 7:
{
  "formula": "C3H2BrClF2",
  "method": "ωB97M-V/def2-TZVPD",
  "energy_ha": -3349.35064,
  "gap_ev": 10.643,
  "relative_energy_ev": 1.890,
  "spin_multiplicity": 1,
  "homo_energy_ev": -10.2,
  "smiles": "FC(F)Cl.C#CBr",
  "elements": ["F", "C", "F", "Cl", "H", "C", "C", "Br", "H"],
  "positions_angstrom": [[-0.948, 0.173, 0.413], [-1.270, -0.580, -0.625], [-2.613, -0.594, -0.744], [-0.531, 0.130, -2.090], [-0.952, -1.598, -0.358], [1.595, 1.210, 0.370], [1.688, 0.290, 1.101], [1.491, -1.212, 2.163], [1.539, 2.180, -0.230]],
  "nbo_charge": [-0.320, 0.544, -0.326, -0.054, 0.157, -0.256, -0.173, 0.162, 0.266]
}

Entry 8:
{
  "formula": "C3H2BrClO",
  "method": "ωB97M-V/def2-TZVPD",
  "energy_ha": -3224.85094,
  "gap_ev": 10.533,
  "relative_energy_ev": 2.100,
  "spin_multiplicity": 1,
  "homo_energy_ev": -10.1,
  "smiles": "C#CCl.O=CBr",
  "elements": ["C", "C", "Cl", "H", "O", "C", "Br", "H"],
  "positions_angstrom": [[2.145, -0.713, -0.430], [1.401, -1.655, -0.407], [0.294, -2.851, -0.039], [2.570, 0.240, -0.421], [-0.755, 0.421, 0.893], [-1.341, 1.316, 0.426], [-3.133, 0.927, -0.281], [-1.182, 2.315, 0.260]],
  "nbo_charge": [-0.253, -0.097, 0.116, 0.235, -0.444, 0.400, -0.113, 0.157]
}

Entry 9:
{
  "formula": "C3H2BrIN2",
  "method": "ωB97M-V/def2-TZVPD",
  "energy_ha": -3096.53424,
  "gap_ev": [6.878, 6.364],
  "relative_energy_ev": 4.239,
  "spin_multiplicity": 1,
  "homo_energy_ev": [-8.6, -8.6],
  "elements": ["C", "C", "C", "N", "N", "Br", "I", "H", "H"],
  "positions_angstrom": [[1.551, -0.091, -0.382], [-0.671, 0.744, 0.343], [1.444, -1.419, -0.628], [0.604, 0.705, 0.058], [-1.669, 0.319, -0.351], [0.675, -2.767, 0.286], [-3.566, 0.724, 0.175], [2.437, 0.425, -0.744], [-0.805, 1.360, 1.244]],
  "nbo_charge": [-0.100, 0.224, -0.020, -0.366, -0.661, 0.239, 0.288, 0.226, 0.170]
}

Entry 10:
{
  "formula": "C3H2BrNS2",
  "method": "ωB97M-V/def2-TZVPD",
  "energy_ha": -3540.51900,
  "gap_ev": 8.367,
  "relative_energy_ev": 0.000,
  "spin_multiplicity": 1,
  "homo_energy_ev": -8.9,
  "smiles": "N=C1SS1.C#CBr",
  "elements": ["N", "C", "S", "S", "H", "C", "C", "Br", "H"],
  "positions_angstrom": [[-1.458, 0.624, 0.363], [-0.415, 0.463, 1.051], [1.255, 0.894, 1.402], [0.101, -0.704, 2.210], [-1.216, 1.154, -0.505], [1.303, -1.715, -1.457], [1.193, -0.541, -1.761], [1.052, 1.234, -2.221], [1.740, -2.698, -1.209]],
  "nbo_charge": [-0.625, -0.025, 0.121, 0.164, 0.362, -0.240, -0.202, 0.183, 0.261]
}